This record from OMol25 describes a molecular structure, C21H39NP2Ru in a non-equilibrium geometry. The level of theory is ωB97M-V with the def2-TZVPD basis set.

```
64
Properties=species:S:1:pos:R:3:lowdin_charge:R:1
P -0.08672 -2.25481 -2.25404 0.908
P 0.17707 1.78644 -2.43856 0.884
C -0.29038 -0.96315 -3.52453 -0.278
C 0.51514 0.37106 -3.63681 -0.325
H -1.36394 -0.77635 -3.67021 0.103
H 0.01892 -1.54184 -4.41864 0.112
H 1.60772 0.15866 -3.60064 0.084
H 0.31697 0.82908 -4.63227 0.102
C -1.22449 2.64901 -3.23141 -0.230
H -1.54826 3.43086 -2.53630 0.060
H -2.05562 1.96033 -3.42007 0.050
H -0.88268 3.10002 -4.16309 0.048
C 1.55557 2.95058 -2.73328 -0.222
H 1.33937 3.58307 -3.61727 0.060
H 2.51792 2.43621 -2.88585 0.059
H 1.62935 3.60313 -1.85228 0.049
C -1.13625 -3.65947 -2.66458 -0.148
H -1.08987 -4.43388 -1.89320 0.080
H -0.75345 -4.07884 -3.60519 0.077
H -2.18018 -3.36394 -2.81421 0.075
C 1.57260 -2.89928 -2.48782 -0.146
H 2.29778 -2.09011 -2.61057 0.067
H 1.52002 -3.49379 -3.41001 0.079
H 1.85961 -3.54251 -1.64665 0.083
Ru -0.00860 -1.03920 1.86990 1.238
C 0.32546 2.15302 0.12163 -0.167
C -0.87389 1.53202 0.36077 -0.188
C -1.62052 0.48472 -0.40459 -0.233
C -1.57514 -1.05335 -0.15995 -0.213
C -0.28186 -1.91541 -0.55861 -0.463
C 0.99419 -1.24778 0.06280 -0.324
C 1.35262 0.03647 -0.68804 -0.294
C 1.58240 1.29531 0.13597 -0.208
C 0.63719 -2.44708 3.07284 -0.225
H 0.52566 3.14786 0.53641 0.118
H -1.38351 1.79008 1.32831 0.106
H -1.45350 0.60717 -1.52115 0.062
H -2.68174 0.74868 -0.26248 0.127
H -2.01289 -1.37882 0.82035 0.085
H -2.35006 -1.45232 -0.81468 0.112
H -0.43356 -2.90226 -0.04796 0.128
H 1.83841 -1.94877 0.11122 0.093
H 0.43631 0.13935 -1.28450 -0.023
H 2.18012 -0.13502 -1.43108 0.127
H 1.94793 1.01317 1.13371 0.076
H 2.42228 1.84913 -0.35646 0.114
H 1.44405 -2.05893 3.71872 0.023
H 0.98406 -3.27274 2.41061 0.027
H -0.24613 -2.75593 3.67115 0.026
C -2.67410 0.02235 3.50938 -0.006
C -1.46275 0.68681 3.99326 -0.312
C -1.33401 1.60539 5.06944 0.032
C 0.01963 1.94538 5.14604 0.039
C 0.68015 1.21376 4.10721 -0.273
C 2.10630 1.24474 3.79008 -0.013
N -0.24678 0.46046 3.43005 -0.031
H -2.49892 -0.51422 2.56881 0.039
H -3.47547 0.75730 3.36082 0.114
H -3.03962 -0.69504 4.25270 0.114
H -2.16520 1.93140 5.69106 0.131
H 0.52921 2.60333 5.83592 0.128
H 2.43841 2.27632 3.59978 0.116
H 2.70179 0.88989 4.64207 0.114
H 2.35587 0.62226 2.92599 0.053
```

Values from the calculation:
HOMO (spin up / spin down) ... -12.454 / -12.465 eV
Total charge ... +2
2S+1 ... 5
Total energy ... -45037.4410 eV
Relative energy (zero: lowest compared OMol25 entry of this formula, charge and spin) ... 73.14 kcal/mol
Strongest force on any atom ... 3.2 eV Å⁻¹

=====

This record from OMol25 describes 4 unconnected molecules or ions with the total composition C21H40BrO11P in a non-equilibrium geometry. The level of theory is ωB97M-V with the def2-TZVPD basis set.

```
74
Properties=species:S:1:pos:R:3:lowdin_charge:R:1
C 2.88621 0.30996 -3.73200 0.102
C 3.26031 1.30954 -3.12714 -0.111
C 3.97840 2.32883 -2.19383 -0.178
C 3.58718 3.85365 -2.41345 -0.395
O 3.00690 4.41621 -3.30033 0.143
O 4.15050 4.50284 -1.25459 -0.007
C 3.68596 3.68815 -0.13976 -0.322
C 4.57777 4.00475 1.14065 -0.066
C 5.06186 2.70104 1.92738 -0.177
O 6.24226 2.22418 1.22185 -0.076
C 6.72859 1.05632 1.83265 -0.279
O 6.17819 0.51466 2.77844 0.045
C 3.53555 2.18746 -0.66450 -0.392
P 1.74321 1.75912 -0.24770 0.649
O 1.48824 0.06720 -0.42080 -0.408
Br 0.33495 2.66976 -1.77862 0.329
H 2.63926 -0.67764 -4.21261 0.068
H 5.09611 2.24950 -2.32901 0.166
H 2.63245 3.94840 0.19327 0.104
H 3.99002 4.66114 1.84654 0.125
H 5.47312 4.60347 0.77106 0.136
H 4.25344 1.89477 1.94259 0.128
H 5.32551 2.95808 2.99832 0.140
H 7.66899 0.58234 1.39779 0.161
H 4.20459 1.36855 -0.26459 0.121
H 2.35705 -0.34638 -0.62018 0.059
C 0.00599 -5.38460 0.61513 -0.114
O -0.82750 -4.23961 0.71129 -0.193
C -0.10086 -3.02071 0.56325 -0.189
C -0.24388 -2.45151 -0.84105 -0.195
O 0.36404 -3.30235 -1.81363 -0.197
C -0.58351 -4.10968 -2.49744 -0.111
H -0.62992 -6.25678 0.45662 0.088
H 0.70856 -5.31052 -0.21866 0.083
H 0.56102 -5.51789 1.55047 0.086
H 0.95383 -3.16369 0.82441 0.127
H -0.52805 -2.30713 1.27505 0.116
H 0.27944 -1.49133 -0.88326 0.083
H -1.29612 -2.27169 -1.08587 0.125
H -1.11085 -3.50987 -3.24690 0.087
H -1.30724 -4.55960 -1.81394 0.084
H -0.04386 -4.91033 -3.00673 0.087
C -3.23185 0.05210 6.07815 -0.112
O -2.40801 -1.05259 6.42178 -0.194
C -2.64319 -2.18762 5.59275 -0.198
C -1.58612 -2.31348 4.50379 -0.198
O -1.65652 -1.22892 3.58213 -0.205
C -0.67354 -0.23592 3.83785 -0.111
H -2.81628 0.94555 6.54610 0.089
H -3.27223 0.21217 4.99796 0.083
H -4.24505 -0.10858 6.46226 0.088
H -3.64903 -2.15116 5.16101 0.126
H -2.58781 -3.06982 6.23785 0.124
H -1.77610 -3.22975 3.93507 0.124
H -0.58369 -2.39014 4.93765 0.127
H 0.30216 -0.57635 3.47397 0.084
H -0.60323 0.00685 4.90067 0.084
H -0.95363 0.66781 3.29372 0.089
C -4.29922 2.59330 -5.26509 -0.111
O -4.92209 2.53084 -3.99014 -0.194
C -5.67142 1.33310 -3.80662 -0.201
C -4.89976 0.31193 -2.98119 -0.200
O -3.73915 -0.14356 -3.66994 -0.195
C -2.55324 0.49545 -3.21818 -0.127
H -3.53693 3.37290 -5.23397 0.089
H -3.81967 1.64871 -5.53296 0.083
H -5.04149 2.85574 -6.02682 0.087
H -5.97190 0.91136 -4.77176 0.125
H -6.58118 1.60693 -3.26341 0.123
H -5.53902 -0.56194 -2.81791 0.124
H -4.63437 0.72092 -2.00081 0.126
H -2.24100 0.06556 -2.26035 0.077
H -2.68516 1.57447 -3.10920 0.071
H -1.76800 0.31554 -3.95453 0.090
```

Values from the calculation:
HOMO ... -9.019 eV
Total charge ... 0
2S+1 ... 1
Total energy ... -124272.7708 eV
Strongest force on any atom ... 2.7 eV Å⁻¹

=====

This record from OMol25 describes 4 unconnected molecules or ions with the total composition C21H40ClN6O6S in a non-equilibrium geometry. The level of theory is ωB97M-V with the def2-TZVPD basis set.

```
75
Properties=species:S:1:pos:R:3:lowdin_charge:R:1
C -3.94432 3.25465 3.72910 -0.139
C -3.29887 1.92778 2.94323 -0.258
C -2.31769 2.42062 1.68045 -0.544
Cl -0.96806 3.42251 2.45658 0.630
N -1.80355 1.20061 0.87976 -0.134
N -1.93761 0.06733 1.58900 0.103
C -1.43887 -1.05419 0.80035 0.036
C -0.85468 -1.13602 -0.68002 -0.050
C -0.38853 -2.55848 -1.34414 -0.142
C 0.53866 -3.48977 -0.31698 -0.161
N 1.79766 -3.02984 0.03800 0.072
C -0.74867 0.28916 -1.44112 0.131
C -1.27936 1.45793 -0.45049 -0.040
C -1.15044 2.96589 -1.13673 -0.120
C 0.41922 3.41115 -1.43394 -0.177
C 1.46577 3.09455 -0.22443 -0.227
S 2.98582 2.09297 -0.80635 0.814
O 4.12458 2.98260 -1.35971 -0.344
O 2.56256 0.94144 -1.79087 -0.401
O 3.60980 1.37948 0.65191 -0.225
H -4.37553 4.05761 2.99517 0.082
H -3.10752 3.67550 4.45656 0.078
H -4.81060 2.81777 4.40569 0.094
H -2.58906 1.42221 3.75907 0.119
H -4.12882 1.17104 2.60335 0.122
H -3.04810 3.04049 0.97344 0.150
H -1.48064 -2.10204 1.37564 0.152
H 0.31985 -2.35752 -2.28353 0.137
H -1.31695 -3.14636 -1.76556 0.130
H 0.07901 -4.51946 0.02238 0.136
H 1.99158 -2.09503 -0.41159 0.051
H -0.34652 0.45704 -2.52213 0.142
H -1.62277 2.82467 -2.22619 0.152
H -1.78707 3.79659 -0.63193 0.074
H 0.41883 4.51750 -1.82964 0.126
H 0.75842 2.74268 -2.36321 0.121
H 1.04020 2.49599 0.68376 0.063
H 1.91721 4.13975 0.13087 0.141
H 2.92221 1.46418 1.39184 0.095
C -1.38702 6.14802 -0.20787 -0.319
O -1.20027 5.81254 -1.37070 -0.027
N -1.99270 7.31800 0.19860 -0.194
C -2.17678 7.64264 1.59774 -0.052
C -2.45994 8.25255 -0.80350 -0.037
H -1.07001 5.51018 0.63352 0.087
H -3.24598 7.76286 1.79483 0.094
H -1.65539 8.57938 1.81463 0.097
H -1.77960 6.85329 2.24131 0.079
H -3.19530 7.75270 -1.44129 0.097
H -1.61284 8.56511 -1.42153 0.099
H -2.91540 9.12827 -0.33313 0.095
C 2.44831 -5.45155 1.98048 -0.339
O 1.76760 -6.25773 1.35893 -0.008
N 3.19022 -5.73370 3.10782 -0.210
C 3.97138 -4.72134 3.78737 -0.066
C 3.18943 -7.08394 3.63003 -0.051
H 2.51919 -4.39647 1.66897 0.083
H 5.02138 -5.02789 3.78992 0.090
H 3.61259 -4.63003 4.81660 0.088
H 3.88133 -3.75284 3.28846 0.083
H 3.56457 -7.76409 2.85930 0.094
H 2.16301 -7.36823 3.88081 0.093
H 3.81908 -7.15429 4.52119 0.088
C 0.54232 -5.01367 -3.00910 -0.321
O -0.46055 -5.12654 -2.31548 -0.028
N 0.61909 -5.30141 -4.35529 -0.197
C 1.84633 -5.14107 -5.10699 -0.056
C -0.56340 -5.77899 -5.04052 -0.043
H 1.49700 -4.65837 -2.58767 0.132
H 1.67458 -4.42415 -5.91508 0.092
H 2.13127 -6.10917 -5.52885 0.095
H 2.65494 -4.77556 -4.46860 0.089
H -1.35491 -5.02889 -4.94985 0.092
H -0.90049 -6.70533 -4.56566 0.098
H -0.35020 -5.96331 -6.09700 0.093
```

Values from the calculation:
HOMO ... -10.578 eV
Total charge ... +1
2S+1 ... 1
Total energy ... -66991.6828 eV
Strongest force on any atom ... 7.2 eV Å⁻¹